C10H12OS in the gas phase. Source: the OMol25 dataset; level of theory: ωB97M-V/def2-TZVPD.

Energy relative to the best compared isomer or geometry (same formula, charge and spin) = 13.8 kcal per mole
Spin multiplicity = 3
Charge = 0
Frontier orbital gap (alpha / beta) = 5.1 / 4.6 eV
M = 180.27 g/mol
Energy = -861.3884 hartree
HOMO level (alpha / beta) = -4.746 / -7.795 eV

```
24
Properties=species:S:1:pos:R:3:lowdin_charge:R:1
C -2.37 0.33 -1.62 -0.15
C -2.22 1.75 -1.59 -0.11
C -1.81 -0.56 -0.77 -0.15
C -1.25 2.23 -0.71 -0.12
C 0.07 -0.99 0.98 -0.09
C 1.33 -1.11 0.54 -0.39
C -1.04 -0.15 0.37 -0.48
C -0.72 1.68 0.53 -0.62
C 2.21 -2.00 1.32 -0.05
C 1.88 -0.50 -0.69 -0.04
O 0.46 1.94 1.08 0.05
S -1.96 0.84 1.62 1.05
H -2.79 -0.08 -2.47 0.08
H -2.51 2.34 -2.43 0.08
H -2.04 -1.54 -0.97 0.08
H -0.86 3.19 -0.84 0.08
H -0.25 -1.56 1.90 0.12
H 2.92 -1.43 1.95 0.10
H 1.52 -2.47 2.02 0.08
H 2.68 -2.54 0.58 0.06
H 2.77 0.13 -0.39 0.11
H 2.36 -1.43 -1.09 0.10
H 1.29 0.18 -1.33 0.10
H 0.34 1.77 2.02 0.10
```


A molecular structure, C25H23Cl5NO2V. Source: the OMol25 dataset; level of theory: ωB97M-V/def2-TZVPD.

Energy relative to the best compared isomer or geometry (same formula, charge and spin) = 1.1 kcal per mole
Spin multiplicity = 1
Charge = +2
Frontier orbital gap = 7.0 eV
M = 597.67 g/mol
Energy = -4416.0158 hartree
HOMO level = -14.713 eV

```
57
Properties=species:S:1:pos:R:3:lowdin_charge:R:1
V 0.87 -0.44 0.32 0.79
Cl -1.70 0.23 2.94 0.77
C -1.02 1.50 2.00 -0.68
C -0.06 1.19 1.05 -0.28
C 0.51 2.22 0.33 -0.64
Cl 1.71 1.70 -0.85 0.83
C 0.17 3.55 0.48 -0.71
Cl 0.90 4.76 -0.47 0.78
C -0.82 3.85 1.43 -0.69
Cl -1.31 5.46 1.64 0.78
C -1.40 2.83 2.20 -0.68
Cl -2.56 3.22 3.39 0.79
C 4.44 -1.65 2.65 -0.02
N 3.50 -0.54 2.54 -0.22
C 3.38 0.05 1.29 -0.13
C 2.24 -0.70 3.23 -0.13
C 1.49 -1.92 2.72 -0.21
C 1.41 -3.03 3.55 -0.01
C 0.89 -4.23 3.10 -0.01
C 0.43 -4.36 1.80 -0.04
C 0.46 -3.26 0.96 -0.06
C 0.98 -2.04 1.40 -0.18
H 5.42 -1.33 2.28 0.10
H 4.12 -2.53 2.08 0.10
H 4.54 -1.93 3.70 0.11
H 4.32 0.15 0.76 0.13
H 2.88 1.02 1.35 0.07
H 2.77 -0.61 0.52 0.07
H 1.66 0.22 3.11 0.12
H 2.43 -0.82 4.30 0.14
H 1.78 -2.96 4.57 0.13
H 0.87 -5.09 3.76 0.13
H 0.05 -5.30 1.44 0.12
H 0.08 -3.35 -0.05 0.11
C -5.62 3.51 1.81 -0.03
C -4.70 2.89 0.82 -0.22
C -4.57 1.49 0.77 0.02
C -3.77 0.87 -0.16 -0.18
C -3.60 -0.62 -0.21 0.00
C -3.09 1.72 -1.08 -0.10
C -3.20 3.14 -1.07 -0.17
C -2.49 3.99 -2.08 0.00
C -4.00 3.69 -0.09 0.02
C -2.37 1.16 -2.10 0.00
O -1.76 0.75 -2.95 0.36
O 0.02 -0.94 -0.87 -0.23
H -5.69 2.91 2.72 0.09
H -6.62 3.57 1.38 0.11
H -5.31 4.53 2.07 0.09
H -5.10 0.88 1.49 0.14
H -4.45 -1.11 0.25 0.10
H -2.70 -0.90 0.34 0.07
H -3.50 -1.00 -1.23 0.10
H -1.47 3.65 -2.26 0.08
H -2.45 5.02 -1.76 0.10
H -3.02 3.96 -3.04 0.12
H -4.10 4.77 -0.03 0.14
```


2 unconnected molecules or ions with the total composition C2H3BrS. Source: the OMol25 dataset; level of theory: ωB97M-V/def2-TZVPD.

Energy relative to the best compared isomer or geometry (same formula, charge and spin) = 120.7 kcal per mole
Spin multiplicity = 1
Charge = 0
Frontier orbital gap (alpha / beta) = 6.8 / 6.6 eV
M = 139.02 g/mol
Energy = -3049.9853 hartree
HOMO level (alpha / beta) = -8.521 / -8.466 eV

```
7
Properties=species:S:1:pos:R:3:lowdin_charge:R:1
C 0.37 -0.59 0.02 -0.77
C -0.14 0.70 -0.31 -0.26
S 0.23 -1.46 2.58 -0.05
Br 0.44 -1.93 -1.22 0.77
H -1.05 0.90 0.30 0.10
H -0.54 0.84 -1.31 0.06
H 0.69 1.54 -0.06 0.16
```


3 unconnected molecules or ions with the total composition C6H12F3O3. Source: the OMol25 dataset; level of theory: ωB97M-V/def2-TZVPD.

Energy relative to the best compared isomer or geometry (same formula, charge and spin) = 27.3 kcal per mole
Spin multiplicity = 1
Charge = -1
Frontier orbital gap = 7.3 eV
M = 189.15 g/mol
Energy = -761.0006 hartree
HOMO level = -4.023 eV

```
24
Properties=species:S:1:pos:R:3:lowdin_charge:R:1
H -1.79 0.02 1.73 0.12
C -0.77 1.04 2.33 -0.60
F 0.09 0.00 2.37 0.01
F 0.42 1.89 3.67 -0.48
F -1.77 1.37 3.16 0.01
O -0.50 1.96 1.40 -0.04
C -1.33 2.07 0.24 -0.17
C -1.00 1.03 -0.81 -0.23
O 0.35 1.16 -1.18 -0.12
C 0.83 0.15 -2.05 -0.20
C 1.45 -1.03 -1.32 -0.22
O 0.44 -1.85 -0.78 -0.20
C 0.94 -2.86 0.05 -0.12
H -1.14 3.08 -0.15 0.13
H -2.38 1.98 0.53 0.12
H -1.66 1.21 -1.68 0.12
H -1.21 0.02 -0.42 0.10
H 1.61 0.61 -2.67 0.12
H 0.03 -0.20 -2.72 0.13
H 2.11 -0.66 -0.52 0.14
H 2.07 -1.60 -2.04 0.12
H 0.09 -3.42 0.45 0.09
H 1.60 -3.55 -0.51 0.08
H 1.52 -2.44 0.90 0.09
```


charge of number 4 (C6H12F3O3)?
-1


What is the formula in the fourth record?
C6H12F3O3